[1]
The following is a DFT calculation (the ωB97M-V functional and the def2-TZVPD basis) of the ion C6H10N with charge +1.

CARTESIAN COORDINATES (ANGSTROEM)
C: -1.23133 0.24911 0.00253
C: -0.09729 -0.57064 -0.56422
C: 0.57310 0.97010 1.17233
C: 1.05483 0.01720 0.22981
C: -2.65649 0.10678 -0.37746
C: 2.37666 -0.51598 -0.16209
N: -0.80602 0.95636 0.96338
H: -0.30006 -1.52827 -0.26115
H: -0.00517 -0.61804 -1.65656
H: 1.00385 0.92243 2.30104
H: 0.66277 2.11479 0.90661
H: -3.45984 0.45895 0.25728
H: -2.79659 -1.02904 -0.43286
H: -2.75583 0.52179 -1.42181
H: 2.30613 -1.05964 -1.14469
H: 2.90590 -1.24683 0.54207
H: 3.22539 0.25093 -0.35422

Forces on the atoms, in the same order (eV/Å):
0.2 0.6 1.3
0.2 3.8 -0.1
0.9 2.0 1.4
1.9 -2.2 -2.6
0.1 -2.0 -1.9
2.3 -0.1 -0.9
-3.7 0.5 1.5
-0.1 -3.0 0.9
0.5 0.1 0.2
-1.0 -0.1 -2.5
1.4 -1.8 0.2
0.5 0.5 0.3
-0.1 1.4 -0.3
-0.2 -0.5 1.0
-0.1 0.4 1.1
-1.1 1.0 -0.4
-1.6 -0.7 0.7

Calculated values
* net charge: +1
* gap between HOMO and LUMO: 7.588 eV
* energy relative to the best compared isomer or geometry (same formula, charge and spin): 50.9 kcal/mol
* HOMO energy: -14.32 eV

Charge distribution, Mulliken scheme, values in e: number 1, C, carries 0.524; number 2, C, carries -0.705; number 3, C, carries -0.489; number 4, C, carries 0.740; number 5, C, carries -1.059; number 6, C, carries -1.090; number 7, N, carries -0.524; number 8, H, carries 0.425; number 9, H, carries 0.531; number 10, H, carries 0.366; number 11, H, carries 0.353; number 12, H, carries 0.330; number 13, H, carries 0.292; number 14, H, carries 0.288; number 15, H, carries 0.337; number 16, H, carries 0.337; number 17, H, carries 0.345


[2]
The following is a DFT calculation (the ωB97M-V functional and the def2-TZVPD basis) of a structure of composition C29H43N6PPtS3.

CARTESIAN COORDINATES (ANGSTROEM)
Pt: 1.76799 0.88709 -0.92273
C: 4.92072 -0.82844 -0.66875
C: 4.91640 0.64792 -0.84891
N: 3.84155 1.41102 -0.84745
C: 4.17092 2.75242 -0.98799
C: 5.49775 2.98596 -1.12316
S: 6.35869 1.51715 -1.04308
C: 3.08638 3.72688 -0.94426
C: 3.16613 5.08097 -0.89377
S: 1.59752 5.74318 -0.81629
C: 0.91212 4.18230 -0.85352
N: 1.80528 3.22822 -0.91493
C: -0.55366 3.94939 -0.82119
H: 4.09826 -1.11343 -0.01200
H: 5.85676 -1.15846 -0.22339
H: 4.80185 -1.33749 -1.62712
H: 5.99711 3.92936 -1.25437
H: 4.04080 5.70668 -0.89426
H: -1.10679 4.88319 -0.74005
H: -0.79207 3.31875 0.03425
H: -0.86585 3.43249 -1.72895
N: 0.01027 0.40629 -0.57315
P: -1.33377 0.12019 0.36827
N: -1.27956 -1.45810 0.74759
C: -2.15496 -1.93994 1.83258
C: -1.32708 -2.67181 2.87462
C: -0.66471 -3.91286 2.25039
C: -0.59980 -3.80611 0.72371
C: -0.24794 -2.39538 0.27640
N: -1.30845 1.11809 1.65549
C: -0.03719 1.35790 2.38065
C: -0.17078 2.58521 3.26876
C: -1.22345 2.35727 4.35807
C: -2.38419 1.50103 3.82804
C: -2.52702 1.64106 2.32012
N: -2.74056 0.36824 -0.41770
C: -3.16691 -0.69027 -1.37741
C: -4.48380 -0.29533 -2.02194
C: -4.32660 0.96859 -2.87333
C: -3.32620 1.94020 -2.22740
C: -3.26308 1.71648 -0.72551
H: -2.91781 -2.60348 1.41555
H: -2.68118 -1.09020 2.26628
H: -1.95981 -2.94930 3.71684
H: -0.57009 -1.98279 3.25859
H: -1.21616 -4.81172 2.52362
H: 0.34256 -4.03155 2.65226
H: -1.55215 -4.09740 0.27571
H: 0.14918 -4.49003 0.32826
H: -0.17495 -2.34380 -0.81035
H: 0.72382 -2.11139 0.68912
H: 0.77343 1.48983 1.65493
H: 0.21204 0.48607 2.99580
H: -0.43899 3.44442 2.64968
H: 0.79866 2.80933 3.71333
H: -1.59105 3.31763 4.71788
H: -0.76437 1.85862 5.21164
H: -3.32457 1.78847 4.29759
H: -2.22005 0.44726 4.06710
H: -2.67476 2.69232 2.05484
H: -3.39116 1.08910 1.95590
H: -3.26712 -1.62960 -0.83649
H: -2.40707 -0.82948 -2.15450
H: -5.22966 -0.14675 -1.23839
H: -4.83407 -1.12752 -2.63176
H: -5.29664 1.45026 -2.99104
H: -3.98547 0.70266 -3.87394
H: -3.60896 2.97414 -2.42589
H: -2.32582 1.79342 -2.64563
H: -4.25964 1.81699 -0.28710
H: -2.63211 2.45604 -0.24155
S: 1.98516 -1.09318 -2.73176
C: 2.42832 -2.71628 -2.48682
C: 2.44105 -3.54736 -3.63707
C: 2.79974 -4.87305 -3.53351
C: 3.15562 -5.39888 -2.29485
C: 3.14694 -4.59612 -1.15020
C: 2.78573 -3.27325 -1.23848
H: 2.16881 -3.12162 -4.59215
H: 2.81045 -5.50078 -4.41283
H: 3.44305 -6.43801 -2.21634
H: 3.42909 -5.01804 -0.19516
H: 2.76789 -2.65087 -0.35546

Forces on the atoms, in the same order (eV/Å):
-0.2 -0.3 -0.1
-0.1 0.0 0.0
0.0 -0.1 0.1
0.0 0.1 -0.1
0.1 0.1 0.0
-0.1 -0.1 0.0
0.0 0.0 0.0
0.0 0.0 0.1
0.0 -0.1 0.0
0.0 0.0 0.0
0.0 0.0 0.0
0.1 0.0 0.0
0.0 0.0 0.0
0.1 0.1 -0.1
0.0 0.0 0.0
0.0 0.0 0.0
0.0 0.1 0.0
0.1 0.0 0.0
0.0 0.0 0.0
0.0 0.0 0.1
0.0 0.0 0.0
0.1 0.1 0.3
-0.4 -0.3 0.1
0.2 0.1 0.1
-0.1 0.0 0.0
0.0 0.0 0.0
0.0 0.0 0.0
0.0 0.0 0.0
0.1 -0.1 0.0
0.1 0.3 -0.3
0.2 -0.1 -0.1
0.0 0.0 0.0
0.0 0.0 0.0
0.0 0.0 0.0
0.0 0.0 0.0
0.2 0.0 -0.1
-0.1 -0.1 0.1
0.0 0.0 0.0
0.0 0.0 0.0
0.0 0.0 0.0
0.0 0.1 0.1
0.0 0.0 0.0
0.0 0.0 0.0
0.0 0.0 0.0
0.0 0.0 0.0
0.0 0.0 0.0
0.0 0.0 0.0
0.0 0.0 0.0
0.0 -0.1 -0.1
0.0 0.0 0.0
0.1 0.0 0.0
-0.1 0.0 0.1
0.0 0.0 0.0
0.0 0.0 0.0
0.0 0.0 0.0
0.0 0.0 0.0
0.0 0.0 0.0
0.0 0.0 0.0
0.0 0.0 0.0
0.0 0.0 0.0
0.0 0.0 0.0
0.0 0.0 0.0
0.0 0.0 0.0
0.0 0.0 0.0
0.0 0.0 0.0
0.0 0.0 0.0
0.0 0.0 0.0
0.0 0.0 0.0
0.0 0.0 0.0
0.0 0.0 0.0
0.0 0.0 0.0
0.0 0.2 0.1
0.0 0.0 -0.1
0.0 0.0 0.0
0.0 0.0 0.0
0.0 0.0 0.0
0.0 0.0 0.0
-0.1 0.0 0.1
0.0 0.0 0.0
0.0 0.0 0.0
0.0 0.0 0.0
0.0 0.0 0.0
-0.1 0.0 0.0

Calculated values
* net charge: +2
* gap between HOMO and LUMO (alpha / beta): 8.418 / 6.243 eV
* 2S+1: 5
* HOMO energy (alpha / beta): -13.13 / -13.87 eV

Charge distribution, Mulliken scheme, values in e: number 1, Pt, carries 0.371; number 2, C, carries -1.027; number 3, C, carries 0.575; number 4, N, carries -0.122; number 5, C, carries 0.226; number 6, C, carries -0.423; number 7, S, carries -0.108; number 8, C, carries 0.045; number 9, C, carries -0.559; number 10, S, carries -0.130; number 11, C, carries 0.129; number 12, N, carries -0.252; number 13, C, carries -0.259; number 14, H, carries 0.080; number 15, H, carries 0.539; number 16, H, carries 0.279; number 17, H, carries 0.450; number 18, H, carries 0.464; number 19, H, carries 0.546; number 20, H, carries -0.386; number 21, H, carries 0.268; number 22, N, carries -0.060; number 23, P, carries -0.989; number 24, N, carries 0.996; number 25, C, carries -0.737; number 26, C, carries -0.629; number 27, C, carries -0.815; number 28, C, carries -1.092; number 29, C, carries -0.346; number 30, N, carries 0.804; number 31, C, carries -0.168; number 32, C, carries -0.903; number 33, C, carries -0.699; number 34, C, carries -0.740; number 35, C, carries -0.819; number 36, N, carries 0.431; number 37, C, carries -0.327; number 38, C, carries -1.050; number 39, C, carries -0.735; number 40, C, carries -0.867; number 41, C, carries -0.193; number 42, H, carries 0.435; number 43, H, carries 0.426; number 44, H, carries 0.557; number 45, H, carries 0.082; number 46, H, carries 0.344; number 47, H, carries 0.342; number 48, H, carries 0.348; number 49, H, carries 0.404; number 50, H, carries 0.360; number 51, H, carries 0.141; number 52, H, carries -0.081; number 53, H, carries 0.372; number 54, H, carries 0.191; number 55, H, carries 0.469; number 56, H, carries 0.310; number 57, H, carries 0.336; number 58, H, carries 0.492; number 59, H, carries 0.186; number 60, H, carries 0.387; number 61, H, carries 0.638; number 62, H, carries 0.304; number 63, H, carries 0.359; number 64, H, carries 0.336; number 65, H, carries 0.420; number 66, H, carries 0.316; number 67, H, carries 0.342; number 68, H, carries 0.494; number 69, H, carries 0.258; number 70, H, carries 0.289; number 71, H, carries 0.163; number 72, S, carries -0.175; number 73, C, carries 1.028; number 74, C, carries -0.604; number 75, C, carries -0.635; number 76, C, carries -0.457; number 77, C, carries -0.885; number 78, C, carries -0.160; number 79, H, carries 0.468; number 80, H, carries 0.412; number 81, H, carries 0.436; number 82, H, carries 0.477; number 83, H, carries 0.309


Question: Look up the net charge of the second one.
Answer: +2


Question: Which formula does entry 2 have?
Answer: C29H43N6PPtS3


Question: The highest net charge belongs to which entry?
Answer: C29H43N6PPtS3


Question: Among the records above, which one has the lowest net charge?
Answer: C6H10N